Entry from OMol25: a single C11H14Si molecule at a distorted geometry (wB97M-V/def2-TZVPD).

XYZ file:
```
26
Properties=species:S:1:pos:R:3:forces:R:3
C -1.7300 -1.9275 -1.1195 -2.4 1.8 -5.0
C -0.8931 -0.8233 -0.6014 0.6 -0.8 0.2
C -0.1764 0.0967 -1.3121 -1.9 -1.6 0.0
Si -0.3397 0.4867 -3.1449 -1.4 -0.6 0.9
C 0.6100 0.8094 -0.3509 1.5 2.0 1.6
C 1.4416 1.9334 -0.4768 0.7 -0.4 2.0
C 2.1672 2.4564 0.6509 -1.1 -2.1 0.0
C 2.0253 1.8183 1.9072 -0.4 0.8 -2.7
C 1.1205 0.8307 2.0466 -1.0 -0.8 -1.3
C 0.4221 0.3476 0.9429 -1.4 -0.9 1.4
C -0.6773 -0.6911 0.9134 -2.5 -0.2 0.9
C -0.6994 -1.8200 2.0685 -1.0 0.6 -3.2
H -1.4611 -2.1661 -2.2471 -0.3 0.5 2.2
H -2.8955 -1.8189 -1.2358 2.0 0.4 0.7
H -1.6142 -2.7895 -0.6079 0.6 -2.8 1.8
H 1.0102 0.3869 -3.5059 1.5 0.4 -1.0
H -1.0338 1.7700 -3.1414 0.2 0.6 -0.3
H -1.1715 -0.3602 -4.0843 0.3 0.0 0.7
H 1.4836 2.2634 -1.4643 0.7 1.3 -1.3
H 2.8788 3.2355 0.6949 0.5 1.0 -1.0
H 2.5171 2.0480 2.7917 1.3 1.1 1.1
H 1.0215 0.5048 3.0338 -0.7 -1.1 1.2
H -1.7757 -0.3327 1.1465 1.9 0.7 -0.4
H -1.3329 -2.6844 1.9134 0.1 -0.4 -1.0
H -1.1646 -1.4828 2.9316 -0.4 1.5 1.7
H 0.2674 -2.0914 2.2509 2.5 -1.1 0.7
```
Positions in Å, forces in eV/Å.

Total energy   -716.9448 Ha
E_LUMO   0.71 eV
SMILES string   CC1=C([SiH3])c2ccccc2[C@@H]1C
Charge   0
Highest occupied orbital energy   -8.062 eV
F_max   0.112 Eh/bohr
Energy above the lowest of the compared OMol25 structures with the same formula, charge and spin   68.62 kcal/mol